Formula: C33H35F6N3O7P5STeV
Source: the OMol25 dataset
Level of theory: the ωB97M-V functional and the def2-TZVPD basis

spin multiplicity	2
HOMO-LUMO gap (spin up / spin down)	5.707 / 5.675	eV
HOMO (spin up / spin down)	-10.243 / -10.189	eV
net charge	+1
energy above the lowest of the compared OMol25 structures with the same formula, charge and spin	0.1637	eV
⟨S²⟩	0.776

Last column: Mulliken spin population.
Positions of all 92 atoms, in Å:
V  -0.2874  -1.6902  -0.2547  0.9513
C  -4.8436  -3.6519  -0.9158  0.0012
C  -3.8284  -2.5492  -0.6694  0.0040
O  -3.2718  -2.5505  0.6308  0.0030
P  -4.5724  -0.9016  -1.0138  -0.0005
O  -4.9042  -0.7857  -2.5460  -0.0001
O  -5.9923  -0.9975  -0.3064  -0.0002
O  -3.7659  0.1966  -0.4527  -0.0012
P  -2.4302  -2.6192  -1.8906  -0.0122
O  -1.6959  -3.9919  -1.4843  0.0058
O  -3.0071  -2.6077  -3.2455  -0.0022
O  -1.4438  -1.4752  -1.5681  -0.0044
H  -5.7194  -3.5103  -0.2837  0.0000
H  -4.4018  -4.6243  -0.6992  -0.0001
H  -5.1546  -3.6364  -1.9608  -0.0001
H  -3.9188  -2.1927  1.2534  0.0007
H  -4.3036  -1.2981  -3.1382  0.0000
H  -6.5459  -0.2146  -0.4529  0.0000
H  -1.5219  -4.5630  -2.2517  -0.0002
Te  0.9218  1.4234  2.8699  0.0054
C  2.2696  2.9703  2.1951  0.0068
C  1.7148  4.1943  1.8478  -0.0014
C  2.5432  5.1489  1.2693  -0.0005
N  3.8350  4.9448  1.0393  -0.0001
C  4.3607  3.7818  1.4012  -0.0004
C  3.6220  2.7558  1.9830  0.0021
C  0.5606  0.8861  0.8761  0.0460
P  -1.1116  0.6040  0.2478  0.0581
C  -1.1000  1.7261  -1.2070  -0.0003
C  -0.3626  2.9063  -1.0951  0.0182
C  -0.2641  3.7829  -2.1617  0.0011
C  -0.9006  3.4978  -3.3591  -0.0007
C  -1.6462  2.3362  -3.4780  -0.0009
C  -1.7418  1.4551  -2.4128  0.0006
C  -2.0911  1.4116  1.5621  0.0005
C  -2.4818  2.7372  1.4134  -0.0026
C  -3.1281  3.3903  2.4528  0.0007
C  -3.4024  2.7230  3.6369  -0.0010
C  -3.0374  1.3933  3.7781  0.0011
C  -2.3815  0.7392  2.7461  -0.0044
P  1.5674  -0.2249  -0.0661  -0.0284
C  3.1117  -0.5880  0.8085  0.0026
C  4.3517  -0.3709  0.2118  -0.0051
C  5.5132  -0.6412  0.9169  0.0014
C  5.4446  -1.1408  2.2092  -0.0019
C  4.2114  -1.4028  2.7885  0.0024
C  3.0462  -1.1412  2.0873  -0.0016
C  2.0211  0.6421  -1.5989  -0.0244
C  2.8061  1.7911  -1.5134  0.0006
C  3.1365  2.4907  -2.6604  -0.0010
C  2.6719  2.0528  -3.8929  -0.0012
C  1.8736  0.9229  -3.9764  0.0004
C  1.5452  0.2127  -2.8312  0.0031
H  0.6669  4.4033  2.0240  0.0006
H  2.1499  6.1145  0.9707  0.0000
H  5.4197  3.6555  1.2033  0.0000
H  4.0957  1.8205  2.2536  -0.0005
H  0.1461  3.1360  -0.1677  -0.0120
H  0.3243  4.6857  -2.0566  0.0002
H  -0.8135  4.1772  -4.1968  0.0000
H  -2.1530  2.1079  -4.4065  0.0002
H  -2.3189  0.5568  -2.5332  -0.0002
H  -2.2909  3.2551  0.4834  0.0002
H  -3.4241  4.4247  2.3356  0.0000
H  -3.9083  3.2350  4.4445  0.0000
H  -3.2618  0.8668  4.6968  0.0001
H  -2.0968  -0.2954  2.8628  -0.0036
H  4.4107  -0.0089  -0.8049  -0.0003
H  6.4742  -0.4684  0.4513  0.0000
H  6.3541  -1.3509  2.7562  -0.0001
H  4.1542  -1.8220  3.7843  0.0000
H  2.0878  -1.3999  2.5137  -0.0027
H  3.1563  2.1305  -0.5483  -0.0002
H  3.7550  3.3767  -2.5930  0.0002
H  2.9320  2.5938  -4.7932  0.0000
H  1.5084  0.5891  -4.9388  0.0002
H  0.9247  -0.6723  -2.8987  0.0089
F  1.1625  -3.0661  0.1426  0.0008
P  1.9732  -3.7517  -1.2400  -0.0001
F  1.0497  -5.0443  -0.9957  -0.0006
F  2.7225  -2.3341  -1.3890  -0.0004
F  3.0736  -4.2780  -0.2413  -0.0007
F  0.7384  -3.0956  -2.1257  0.0083
F  2.6526  -4.3384  -2.5209  0.0002
N  -1.0734  -4.0577  3.7358  -0.0001
C  -0.8574  -3.7171  2.4621  0.0034
N  -0.9361  -4.6594  1.5404  0.0023
S  -0.4972  -2.0703  2.1449  -0.0286
H  -1.2667  -5.0054  4.0128  0.0000
H  -0.9850  -3.3564  4.4497  -0.0002
H  -1.0610  -5.6289  1.7837  -0.0001
H  -0.8584  -4.4556  0.5598  0.0047